ORCA calculation (ωB97M-V with the def2-TZVPD basis set) on a structure of composition C40H41N6O4PSc.

Results
E_tot in hartree: -3280.384082
Energy relative to the best compared isomer or geometry (same formula, charge and spin) in kcal/mol: 1.1
Charge: +1
Gap between HOMO and LUMO in eV: 8.12
LUMO level in eV: -2.5

Geometry as XYZ:
```
93
Properties=species:S:1:pos:R:3:forces:R:3
Sc -0.761082 -0.181246 -0.102652 0.06 0.01 -0.03
C -3.427440 0.973123 1.270435 0.00 0.00 -0.01
N -2.012361 0.923061 1.662368 -0.01 0.02 0.05
C -1.878113 0.252992 2.961517 0.02 -0.01 -0.01
C -1.922404 -1.237681 2.828169 0.01 -0.01 0.00
C -2.439269 -2.035867 3.837113 0.00 -0.01 0.00
C -2.338019 -3.411269 3.722207 0.00 0.01 0.01
C -1.707345 -3.939933 2.607312 0.01 0.00 -0.01
C -1.226558 -3.071375 1.645970 -0.01 -0.01 0.01
N -1.344505 -1.740151 1.731632 -0.03 0.01 0.02
C -1.428644 2.272782 1.747656 0.00 -0.01 0.00
C 0.071013 2.180587 1.831429 -0.01 0.02 0.01
C 0.826753 3.174239 2.430546 0.00 -0.01 0.00
C 2.206211 3.088258 2.370991 0.01 0.00 0.01
C 2.786821 2.009814 1.720160 0.01 -0.01 0.01
C 1.962866 1.048343 1.170899 -0.01 0.00 0.00
N 0.628577 1.122742 1.235706 0.01 -0.02 -0.02
C -3.569183 1.448743 -0.149633 0.02 0.00 0.00
C -4.610284 2.266626 -0.548961 -0.01 -0.01 0.00
C -4.665209 2.676640 -1.872594 0.00 0.01 0.00
C -3.666704 2.271850 -2.741001 0.00 0.00 0.00
C -2.653534 1.464351 -2.257103 -0.01 0.01 0.00
N -2.610470 1.041303 -0.989840 -0.07 0.02 -0.01
H -4.002359 1.616421 1.947100 0.00 0.00 0.00
H -3.833697 -0.039135 1.363842 0.00 0.00 0.00
H -2.634320 0.612690 3.668698 0.00 0.00 0.00
H -0.892881 0.489147 3.372859 0.00 0.01 0.01
H -2.907255 -1.577592 4.698250 0.00 0.00 0.00
H -2.734935 -4.058809 4.492930 0.00 0.00 0.00
H -1.581267 -5.005585 2.479775 0.00 0.00 0.00
H -0.693890 -3.446056 0.780824 0.00 0.00 0.00
H -1.836327 2.822402 2.604247 0.00 0.00 0.00
H -1.662886 2.823558 0.833601 0.00 0.00 0.00
H 0.336420 4.009337 2.912250 0.00 0.00 0.00
H 2.821874 3.857735 2.817761 0.00 0.00 0.00
H 3.859690 1.911234 1.636624 0.00 0.00 0.00
H 2.364892 0.193174 0.642738 0.01 0.00 0.01
H -5.354664 2.585881 0.167919 0.00 0.00 0.00
H -5.465953 3.319265 -2.213471 0.00 0.00 0.00
H -3.655493 2.585856 -3.774783 0.00 0.00 0.00
H -1.839752 1.144932 -2.893174 0.00 0.00 0.00
N -2.056113 -1.858611 -1.246443 0.06 0.05 0.00
C -1.596803 -1.750390 -2.609668 0.05 -0.01 -0.01
C -2.498001 -1.405435 -3.606066 -0.01 0.00 -0.01
C -2.063849 -1.215805 -4.908214 0.00 0.00 0.00
C -0.721148 -1.384836 -5.210305 0.00 0.00 0.00
C 0.166391 -1.760786 -4.214547 0.00 0.00 0.00
C -0.242694 -1.956776 -2.895966 0.00 -0.01 -0.01
C 0.730436 -2.392327 -1.852384 0.00 0.00 0.00
C 1.664752 -3.374693 -2.193974 0.01 -0.01 0.01
C 2.607998 -3.802424 -1.273746 0.00 0.00 -0.01
C 2.613129 -3.255089 0.001473 -0.01 0.00 0.01
C 1.668521 -2.292041 0.334880 0.01 -0.01 0.01
C 0.704943 -1.822956 -0.565446 -0.02 0.01 0.00
H -3.069863 -1.845004 -1.217953 0.00 0.02 0.00
H -1.737625 -2.733355 -0.841978 -0.01 0.00 -0.01
H -3.547655 -1.284551 -3.359168 0.00 0.00 0.00
H -2.771842 -0.944751 -5.679920 0.00 0.00 0.00
H -0.365797 -1.232920 -6.220556 0.00 0.00 0.00
H 1.213219 -1.896651 -4.456569 0.00 0.00 0.00
H 1.645088 -3.820215 -3.181946 -0.01 0.00 0.00
H 3.326507 -4.563593 -1.548381 0.00 0.00 0.00
H 3.343617 -3.585275 0.731330 0.00 0.00 0.00
H 1.676598 -1.900498 1.351622 0.00 0.01 0.02
C 3.260829 -0.836268 4.032483 0.00 0.00 -0.02
P 1.479668 -1.215888 4.272224 0.00 0.01 0.02
C 1.337483 -0.887602 6.074891 0.00 -0.01 0.00
C 1.569740 -3.051357 4.305802 0.00 0.00 -0.02
H 3.885930 -1.373222 4.748993 0.00 0.00 0.00
H 3.428966 0.234771 4.149277 0.00 0.01 0.00
H 3.566882 -1.115470 3.022307 0.00 0.00 0.00
H 2.112387 -1.403965 6.645233 0.00 0.00 0.00
H 0.361468 -1.217885 6.434411 0.00 0.00 0.00
H 1.418475 0.183678 6.263766 0.00 0.00 0.00
H 2.344704 -3.403012 4.990185 0.00 0.00 0.00
H 1.782619 -3.432686 3.305521 0.00 0.00 0.00
H 0.610008 -3.462015 4.621607 -0.01 0.00 0.00
O -0.200295 3.075842 -1.012636 0.01 0.00 0.00
C 0.364572 2.210070 -1.671595 0.00 0.01 0.03
O 0.179288 0.937447 -1.510412 -0.05 -0.08 -0.06
C 1.340931 2.574318 -2.754389 -0.01 0.00 0.00
C 1.994361 1.579657 -3.474599 0.00 0.00 -0.01
C 2.891713 1.920856 -4.472839 0.00 0.00 0.01
C 3.112581 3.262199 -4.724346 0.00 0.00 0.00
C 2.478841 4.271702 -4.022319 0.00 0.00 -0.01
C 1.584280 3.915859 -3.027690 -0.01 0.01 0.00
N 4.069372 3.633285 -5.790472 0.02 0.00 0.01
O 4.605741 2.731056 -6.399109 -0.01 0.00 0.00
O 4.257517 4.815118 -5.986414 -0.01 0.00 0.00
H 1.792794 0.542601 -3.242978 0.00 0.00 0.00
H 3.417107 1.175277 -5.050520 0.00 0.00 0.00
H 2.690243 5.303243 -4.260300 0.00 0.00 0.00
H 1.063668 4.668945 -2.452489 0.00 0.00 0.00
```
Forces are in eV/Å.